Record 1
85
Properties=species:S:1:pos:R:3 method="wB97M-V/def2-TZVPD" orbital_gap_ev="7.55 / 4.77" total_charge=0 spin_multiplicity=6 e_tot_ev=-213087.301 largest_force_ev_per_a=2.300 relative_energy_kj_mol=59.2
Ir -0.36967 0.89202 1.50781
Br 2.58753 -1.31168 2.93611
C 3.09453 0.40392 2.34361
C 4.43983 0.72822 2.43731
C 4.82973 2.00942 2.09211
C 3.85633 2.89902 1.67871
C 2.54693 2.45462 1.57391
N 2.16653 1.21682 1.88191
C 1.48433 3.41572 1.05161
O 1.76653 4.59652 0.93911
O 0.38773 2.88242 0.72791
H 5.14173 -0.00598 2.79371
H 5.86483 2.30762 2.15451
H 4.06513 3.92742 1.43381
Cl -4.85787 -1.94598 1.91871
C -4.80477 -0.25428 1.62051
C -5.98937 0.45872 1.49021
C -5.96707 1.81982 1.27941
Cl -7.46017 2.66572 1.12331
C -4.74717 2.52472 1.18271
C -4.63987 3.91252 0.96581
C -3.39667 4.48212 0.88761
C -2.26237 3.67392 1.02941
N -2.34077 2.37952 1.21291
C -3.54027 1.79002 1.30441
C -3.53707 0.36492 1.53711
O -2.44617 -0.26878 1.64801
H -6.92997 -0.06488 1.55571
H -5.53637 4.50792 0.88461
H -3.27547 5.53872 0.70871
H -1.26767 4.09212 0.98681
C 5.69573 1.24462 -1.42599
C 4.44283 0.48192 -1.12649
C 4.48723 -0.84488 -0.72719
C 3.32663 -1.58428 -0.55599
C 3.42493 -3.03568 -0.17859
C 2.08483 -0.98388 -0.78779
As 0.53703 -2.18798 -0.62899
N -0.11157 -1.45818 0.94461
C -0.43427 -2.27788 1.95191
C -0.67567 -1.74588 3.24781
C -0.90297 -2.55718 4.33161
C -0.90947 -3.93828 4.19261
C -0.73297 -4.49248 2.92751
C -0.51057 -3.69278 1.83601
C -0.57707 -1.55318 -2.13589
C 0.00893 -1.27248 -3.37509
C 1.43213 -1.62888 -3.70579
C -0.75637 -0.65178 -4.35579
C -2.09237 -0.34258 -4.14909
C -2.87607 0.42372 -5.16849
C -2.69637 -0.80108 -2.98599
C -1.96617 -1.45258 -2.00369
C -2.66947 -2.11588 -0.86529
C 2.01813 0.36162 -1.15059
C 0.73543 1.06872 -1.46349
C 3.20273 1.07362 -1.30669
H 6.57243 0.70262 -1.08379
H 5.67543 2.22462 -0.95529
H 5.78533 1.38722 -2.50319
H 5.44093 -1.32588 -0.56799
H 4.45453 -3.30328 0.04301
H 3.07323 -3.66668 -0.99949
H 2.81423 -3.25408 0.70101
H -0.65107 -0.67308 3.38121
H -1.05257 -2.11298 5.30431
H -1.02777 -4.57658 5.05521
H -0.75837 -5.56588 2.80681
H -0.37197 -4.14318 0.85911
H 1.75853 -2.50328 -3.13799
H 2.11623 -0.80728 -3.49319
H 1.51683 -1.85708 -4.76709
H -0.28747 -0.40018 -5.29889
H -2.30537 0.55452 -6.08469
H -3.12767 1.40912 -4.77589
H -3.80617 -0.08938 -5.40339
H -3.76057 -0.67008 -2.84539
H -3.74217 -2.14798 -1.03799
H -2.49427 -1.59998 0.07781
H -2.30247 -3.14078 -0.76069
H -0.08617 0.72592 -0.81289
H 0.44083 0.90342 -2.49879
H 0.84673 2.14032 -1.31959
H 3.14983 2.11092 -1.60709
F -0.21877 1.54972 3.50161

=====

Record 2
86
Properties=species:S:1:pos:R:3 method="wB97M-V/def2-TZVPD" orbital_gap_ev="5.41 / 7.14" total_charge=+3 spin_multiplicity=2 e_tot_ev=-59320.705 largest_force_ev_per_a=0.589 relative_energy_kj_mol=370.9
Zr -0.04790 -0.92080 -0.30576
C 1.44057 2.90202 1.62417
C 1.77329 1.82705 0.64502
N 0.55785 0.94399 0.75320
N -0.51953 1.74115 1.36123
C 0.20447 2.77982 2.08285
B -1.65740 0.83695 2.11142
N -2.61255 0.25118 1.01539
C -3.94442 0.36193 0.99492
C -4.44200 -0.37331 -0.07001
C -3.32434 -0.90558 -0.67894
N -2.20415 -0.52320 -0.03129
N -0.98840 -0.38481 2.74828
C -0.92056 -0.81663 4.02148
C -0.42519 -2.10408 4.02752
C -0.19516 -2.39755 2.68748
N -0.53605 -1.36284 1.91565
N -2.44119 1.72674 3.00108
C -3.25153 1.51985 4.08205
C -4.02062 2.63615 4.24630
C -3.65546 3.48341 3.17936
N -2.71051 2.94522 2.43419
H 2.14165 3.65835 1.94444
H 2.70659 1.31537 0.86664
H -0.34530 3.38762 2.78074
H -4.45919 0.95724 1.73286
H -5.47255 -0.50050 -0.35154
H -3.27375 -1.55155 -1.53972
H -1.21559 -0.18181 4.84054
H -0.25784 -2.73739 4.88109
H 0.20989 -3.29827 2.25243
H -3.24335 0.60107 4.64481
H -4.74592 2.81946 5.01982
H -4.03275 4.46660 2.94591
C -1.35715 1.14671 -3.21055
C -1.60599 -0.32573 -3.29409
C -2.55871 -0.78120 -4.20557
C -2.82926 -2.12624 -4.32240
C -2.04139 -3.02346 -3.61023
C -1.05793 -2.52348 -2.78827
N -0.90372 -1.19333 -2.52973
C 0.02289 -3.38262 -2.24547
C 0.29830 -4.64719 -2.72554
C 1.45354 -5.28296 -2.29719
C 2.32260 -4.61923 -1.44811
C 1.98547 -3.35268 -1.00025
N 0.82771 -2.77507 -1.35251
C 2.84660 -2.56978 -0.09753
C 4.19455 -2.83602 -0.04269
C 4.96554 -2.18822 0.91262
C 4.31549 -1.37365 1.80480
C 2.94449 -1.12077 1.69005
C 2.36427 -0.29958 2.80518
N 2.21065 -1.64530 0.67675
H -1.70423 1.62360 -4.12470
H -1.91503 1.59386 -2.38831
H -0.29752 1.36263 -3.08837
H -3.08745 -0.05836 -4.81101
H -3.60296 -2.48131 -4.99039
H -2.17323 -4.08845 -3.73190
H -0.34897 -5.12023 -3.44817
H 1.68905 -6.27910 -2.64799
H 3.23789 -5.09087 -1.12312
H 4.64402 -3.53681 -0.73090
H 6.03191 -2.35737 0.97863
H 4.85283 -0.91240 2.62290
H 2.53766 -0.84176 3.73635
H 2.89221 0.64829 2.91123
H 1.30942 -0.10800 2.71164
C 3.40709 3.07869 -2.82707
C 3.41665 1.67952 -2.53928
C 2.52069 1.14632 -1.68648
C 1.53506 1.98190 -0.94138
C 0.16933 1.27155 -0.65403
C -0.93308 2.23416 -0.16930
C -0.77932 3.66370 -0.43884
C 0.30743 4.16457 -1.06152
C 1.43609 3.37642 -1.45329
C 2.40777 3.88193 -2.30265
H 4.14745 3.49448 -3.49500
H 4.15049 1.04733 -3.02186
H 2.56366 0.07947 -1.46251
H -1.96042 1.92317 -0.30991
H -1.61179 4.30095 -0.17238
H 0.31803 5.21538 -1.32885
H 2.35023 4.92367 -2.59445

=====

Record 3
90
Properties=species:S:1:pos:R:3 method="wB97M-V/def2-TZVPD" orbital_gap_ev=3.34 total_charge=-1 e_tot_ev=-210149.661 largest_force_ev_per_a=0.411 relative_energy_kj_mol=0.0
C 5.90898 5.57948 4.33410
C 5.67433 4.80941 3.03281
S 6.32295 3.11875 2.98822
C 8.00348 3.25258 3.62917
Ga 9.19026 4.73741 2.86149
P 10.46381 5.37641 4.79963
O 9.50462 6.63687 5.34069
Br 12.15584 6.56407 3.81776
H 5.97698 6.65422 4.13137
H 5.10149 5.40248 5.05590
H 6.84972 5.28330 4.80865
H 4.59562 4.66693 2.87193
H 6.06626 5.37200 2.18151
H 7.95039 3.27681 4.72615
H 8.47228 2.29995 3.34995
H 8.38695 6.02105 2.37006
H 10.14673 4.13805 1.73370
H 9.55557 6.64725 6.30412
C 3.93625 6.32404 -1.81382
C 4.62545 6.90069 -0.83303
C 4.08934 6.96026 0.55376
O 4.72940 7.45869 1.45082
C 2.75897 6.34869 0.79961
C 2.07445 5.76754 -0.18056
C 2.60833 5.70956 -1.56337
O 1.98240 5.17553 -2.45802
H 4.30545 6.25997 -2.82966
H 5.60448 7.33971 -0.97851
H 2.39458 6.39330 1.81831
H 1.11098 5.30804 -0.01319
C -1.35571 2.94930 1.73708
C -1.97962 1.80007 1.49635
C -2.91554 1.65693 0.35641
O -3.46969 0.60046 0.12493
C -3.14597 2.84575 -0.50321
C -2.52679 3.99792 -0.26354
C -1.57889 4.13643 0.87296
O -0.99370 5.17811 1.08166
H -0.64869 3.07266 2.54805
H -1.83034 0.91832 2.10648
H -3.83356 2.70985 -1.32828
H -2.66535 4.87857 -0.87769
C 2.02779 -1.20897 0.67176
C 1.29300 -0.21710 1.16465
C 1.92732 1.00451 1.72861
O 1.24244 1.90301 2.17785
C 3.40898 1.07653 1.71812
C 4.14399 0.08300 1.22423
C 3.51486 -1.13690 0.66313
O 4.17341 -2.04913 0.20844
H 1.59330 -2.10903 0.25504
H 0.21034 -0.24428 1.18088
H 3.86490 1.96886 2.12736
H 5.22617 0.12367 1.21103
C -6.62112 -3.55224 3.39358
C -6.44489 -2.30869 3.83111
C -5.50970 -1.37284 3.14853
O -5.35131 -0.24200 3.55603
C -4.78113 -1.87785 1.95620
C -4.96080 -3.12409 1.52701
C -5.88976 -4.05718 2.20347
O -6.04585 -5.19275 1.80085
H -7.29306 -4.25354 3.87209
H -6.96236 -1.91385 4.69636
H -4.10971 -1.18349 1.46612
H -4.43617 -3.50964 0.66272
C -1.93025 -5.55668 -3.78986
C -1.34429 -4.85643 -2.82274
C -1.94950 -4.76164 -1.46889
O -1.42390 -4.12086 -0.58428
C -3.22997 -5.47896 -1.23876
C -3.81813 -6.17693 -2.20566
C -3.21162 -6.27080 -3.55751
O -3.74238 -6.90911 -4.44390
H -1.51347 -5.64286 -4.78529
H -0.41191 -4.32494 -2.96524
H -3.64613 -5.40549 -0.24158
H -4.75280 -6.70373 -2.06032
C -8.05019 -9.50129 -7.61386
C -8.04928 -8.38885 -8.34208
C -7.23704 -7.20807 -7.94543
O -7.24040 -6.19498 -8.61226
C -6.42710 -7.32014 -6.70654
C -6.42757 -8.43243 -5.97732
C -7.23838 -9.61162 -6.37274
O -7.24247 -10.62917 -5.71266
H -8.63191 -10.37521 -7.87878
H -8.63004 -8.28121 -9.24956
H -5.83741 -6.45355 -6.43566
H -5.83699 -8.52847 -5.07502